C12H2Cl8OPt | ωB97M-V with the def2-TZVPD basis set

The geometry in XYZ format:
```
24
C12H2Cl8OPt ωB97M-V with the def2-TZVPD basis set
Pt -0.008 0.837 0.031
Cl 3.841 -5.138 0.209
C 3.349 -3.568 0.217
C 1.921 -3.315 0.077
C 1.504 -2.048 0.081
Cl -0.154 -1.613 -0.077
C 2.456 -0.917 0.223
O 2.057 0.227 0.224
C 3.919 -1.247 0.364
Cl 4.971 0.023 0.522
C 4.315 -2.547 0.356
H 1.239 -4.150 -0.026
H 5.362 -2.806 0.456
Cl -0.057 3.290 0.118
C -1.753 2.815 -0.078
C -1.828 1.461 -0.137
C -3.058 0.853 -0.288
Cl -3.176 -0.872 -0.366
C -4.196 1.658 -0.377
Cl -5.728 0.937 -0.565
C -4.080 3.061 -0.312
Cl -5.465 4.037 -0.421
C -2.826 3.666 -0.158
Cl -2.604 5.353 -0.072
```

Properties
- lowest unoccupied orbital energy (alpha / beta) (eV) = -11.230 / -11.224
- net charge = +2
- multiplicity = 1

Calculated atomic charges, method Mulliken, unit e:
1. Pt 0.583
2. Cl 0.030
3. C 0.694
4. C -0.706
5. C 0.251
6. Cl -0.127
7. C 0.770
8. O -0.736
9. C 0.342
10. Cl 0.001
11. C -0.645
12. H 0.494
13. H 0.505
14. Cl -0.158
15. C 0.716
16. C -0.358
17. C 0.706
18. Cl -0.197
19. C -0.079
20. Cl -0.118
21. C 0.636
22. Cl -0.111
23. C -0.362
24. Cl -0.129